The following is a DFT calculation (ωB97M-V with the def2-TZVPD basis set) of a molecular structure, C41H99InO42P9.

Geometry as XYZ:
```
192
Properties=species:S:1:pos:R:3
In -5.004 -21.129 13.288
C -4.282 -26.025 14.589
C -4.803 -24.710 14.341
C -5.668 -24.081 15.499
O -6.207 -22.947 15.299
C -5.873 -24.880 16.682
C -5.257 -26.089 16.861
C -4.396 -26.661 15.757
O -3.714 -27.771 15.898
O -5.566 -26.723 17.983
O -4.522 -23.983 13.359
H -3.804 -26.492 13.741
H -6.564 -24.518 17.428
C -10.816 -29.611 17.465
O -11.294 -28.498 16.704
P -10.551 -27.912 15.378
O -10.367 -28.951 14.315
O -11.413 -26.584 14.952
C -11.770 -25.593 15.868
O -9.151 -27.253 15.939
C -8.038 -28.034 16.398
H -10.059 -29.227 18.148
H -10.360 -30.345 16.800
H -11.534 -30.155 18.079
H -11.244 -25.647 16.821
H -12.839 -25.663 16.069
H -11.527 -24.614 15.457
H -7.127 -27.848 15.829
H -8.238 -29.092 16.229
H -7.815 -27.840 17.447
C -7.913 -18.278 18.472
O -7.268 -18.681 17.249
P -8.027 -19.518 16.092
O -7.125 -19.960 15.005
O -8.850 -20.691 16.874
C -9.029 -21.958 16.336
O -9.199 -18.434 15.653
C -9.945 -18.616 14.495
H -8.007 -17.192 18.466
H -7.238 -18.460 19.309
H -8.859 -18.754 18.729
H -8.665 -22.656 17.090
H -8.482 -22.085 15.402
H -10.073 -22.143 16.083
H -9.622 -17.940 13.703
H -10.998 -18.495 14.748
H -9.918 -19.617 14.063
C -1.759 -24.988 11.489
O -1.597 -23.906 10.632
P -2.837 -23.062 9.943
O -3.710 -22.328 10.811
O -2.061 -22.125 8.898
C -2.635 -21.012 8.139
O -3.523 -24.158 9.005
C -4.608 -24.927 9.469
H -2.632 -25.584 11.220
H -1.804 -24.684 12.534
H -0.934 -25.691 11.373
H -3.725 -20.995 8.147
H -2.278 -20.994 7.109
H -2.301 -20.072 8.578
H -4.268 -25.942 9.678
H -5.435 -24.922 8.759
H -5.087 -24.501 10.351
C -2.327 -29.891 23.421
O -2.248 -29.521 22.062
P -1.698 -30.657 21.042
O -0.475 -31.287 21.616
O -2.943 -31.694 20.778
C -3.197 -32.832 21.602
O -1.670 -29.979 19.536
C -2.902 -29.474 18.980
H -2.083 -29.006 24.009
H -1.744 -30.762 23.717
H -3.373 -30.132 23.610
H -2.335 -33.210 22.152
H -3.567 -33.701 21.058
H -4.043 -32.666 22.269
H -2.763 -28.626 18.309
H -3.581 -29.077 19.736
H -3.284 -30.277 18.350
C -1.074 -30.015 15.475
O 0.316 -30.035 15.241
P 1.264 -31.176 16.060
O 2.726 -31.077 15.735
O 0.547 -32.614 15.759
C 1.224 -33.819 16.124
O 0.875 -30.890 17.630
C 1.559 -31.619 18.661
H -1.393 -30.789 16.173
H -1.573 -30.298 14.548
H -1.370 -29.008 15.771
H 0.891 -34.184 17.096
H 2.302 -33.663 16.166
H 1.038 -34.564 15.350
H 0.797 -32.248 19.120
H 2.018 -30.953 19.391
H 2.355 -32.211 18.210
C -14.069 -25.058 19.412
O -12.761 -24.571 19.202
P -11.447 -25.211 19.892
O -11.571 -26.662 19.996
O -11.304 -24.368 21.289
C -10.842 -24.955 22.507
O -10.166 -24.656 19.041
C -8.994 -25.474 19.130
H -14.350 -25.394 18.413
H -14.672 -24.192 19.684
H -14.086 -25.827 20.185
H -11.749 -25.123 23.087
H -10.299 -24.201 23.079
H -10.264 -25.873 22.410
H -8.064 -24.917 19.015
H -9.010 -26.189 18.308
H -8.968 -26.090 20.029
C -2.500 -21.919 18.637
O -2.884 -20.572 18.389
P -4.166 -20.076 17.556
O -4.175 -20.470 16.099
O -5.319 -20.628 18.564
C -5.710 -22.016 18.580
O -4.069 -18.483 17.846
C -4.021 -17.972 19.159
H -2.715 -22.272 19.645
H -2.932 -22.649 17.951
H -1.420 -22.028 18.539
H -5.228 -22.668 19.308
H -5.481 -22.402 17.586
H -6.787 -22.182 18.592
H -3.004 -17.636 19.363
H -4.392 -18.627 19.948
H -4.685 -17.110 19.110
C -8.539 -24.336 10.100
O -9.412 -23.480 10.865
P -8.891 -22.736 12.189
O -7.455 -22.371 12.270
O -9.915 -21.498 12.331
C -10.311 -20.715 11.188
O -9.372 -23.673 13.354
C -8.635 -24.888 13.563
H -8.402 -24.033 9.062
H -9.000 -25.314 9.964
H -7.527 -24.308 10.502
H -11.288 -21.012 10.806
H -9.524 -20.786 10.437
H -10.391 -19.712 11.607
H -8.842 -25.289 14.556
H -7.562 -24.695 13.543
H -8.887 -25.676 12.854
C -1.585 -24.706 15.733
O -1.125 -23.343 15.974
P -0.923 -22.370 14.723
O -2.167 -21.724 14.150
O 0.214 -21.341 15.310
C -0.234 -20.196 15.998
O -0.121 -23.282 13.696
C 1.137 -23.810 14.067
H -1.934 -24.925 14.724
H -2.395 -24.877 16.442
H -0.740 -25.339 16.004
H -1.282 -20.237 16.294
H -0.010 -19.417 15.269
H 0.448 -20.035 16.832
H 1.215 -24.221 15.074
H 1.935 -23.081 13.934
H 1.251 -24.629 13.357
C -6.230 -30.337 20.851
C -6.506 -31.821 20.564
C -7.543 -31.813 19.424
O -7.910 -30.467 19.213
C -6.853 -29.573 19.633
H -5.188 -30.131 21.094
H -6.748 -29.961 21.733
H -6.833 -32.392 21.433
H -5.540 -32.265 20.322
H -8.420 -32.406 19.681
H -7.048 -32.268 18.566
H -7.359 -28.645 19.899
H -6.114 -29.371 18.858
C -0.743 -30.309 11.195
C -2.168 -30.609 11.532
C -2.742 -29.274 11.851
O -2.144 -28.539 10.749
C -0.892 -29.062 10.260
H -0.277 -31.173 10.721
H -0.227 -30.094 12.131
H -2.171 -31.240 12.421
H -2.733 -31.058 10.715
H -2.462 -28.840 12.811
H -3.829 -29.194 11.849
H -0.076 -28.347 10.365
H -0.956 -29.437 9.239
```

Summary:
charge	+1

The following is a DFT calculation (ωB97M-V with the def2-TZVPD basis set) of a molecular structure, C42H101F2Li2N10O17S2.

Geometry as XYZ:
```
176
Properties=species:S:1:pos:R:3
Li 16.839 8.427 -36.918
Li 13.820 5.966 -36.390
C 14.529 11.176 -40.994
C 14.654 10.385 -39.902
C 13.341 9.874 -39.252
O 13.303 9.020 -38.272
C 12.089 10.144 -39.714
C 11.903 11.123 -40.764
C 13.201 11.773 -41.408
O 13.029 12.697 -42.187
O 10.744 11.460 -41.209
O 15.847 10.084 -39.569
H 15.406 11.466 -41.554
H 11.253 9.676 -39.215
N 16.697 5.668 -36.697
S 17.611 4.649 -35.903
O 19.051 4.890 -35.819
O 17.166 3.325 -35.751
F 17.179 5.340 -34.498
S 17.208 4.900 -38.179
O 16.661 3.602 -38.516
O 18.512 5.252 -38.699
F 16.248 5.768 -39.124
C 13.482 6.350 -43.769
C 13.445 6.248 -45.282
C 12.550 5.043 -45.744
O 12.462 4.994 -47.190
C 11.439 4.153 -47.575
N 12.670 7.466 -45.719
H 14.134 7.137 -43.389
H 14.044 5.462 -43.481
H 12.526 6.430 -43.253
H 14.443 6.159 -45.712
H 11.600 5.104 -45.214
H 12.986 4.109 -45.391
H 11.441 4.195 -48.664
H 10.511 4.582 -47.197
H 11.534 3.106 -47.284
H 12.540 7.292 -46.706
H 13.296 8.255 -45.794
C 11.718 8.089 -32.918
C 12.911 7.362 -32.499
C 12.958 6.976 -30.982
O 14.218 6.421 -30.688
C 15.327 7.409 -30.592
N 13.004 6.197 -33.312
H 10.884 7.387 -32.927
H 11.736 8.420 -33.956
H 11.536 8.991 -32.333
H 13.773 7.980 -32.751
H 12.173 6.253 -30.762
H 12.556 7.748 -30.326
H 15.632 7.662 -31.608
H 16.142 6.959 -30.024
H 15.001 8.294 -30.047
H 13.862 5.787 -32.970
H 12.290 5.526 -33.066
C 10.970 3.861 -39.322
C 10.997 3.458 -37.864
C 10.060 2.226 -37.592
O 8.693 2.383 -38.106
C 7.897 1.217 -37.894
N 12.317 3.243 -37.371
H 11.147 2.961 -39.912
H 11.780 4.553 -39.550
H 10.001 4.241 -39.646
H 10.666 4.374 -37.374
H 10.095 1.982 -36.530
H 10.511 1.392 -38.129
H 6.824 1.406 -37.894
H 8.132 0.652 -36.991
H 8.167 0.460 -38.631
H 12.295 2.714 -36.511
H 12.890 2.616 -37.918
C 17.332 2.349 -47.043
C 18.250 3.451 -46.459
C 19.526 2.861 -45.741
O 19.120 2.061 -44.623
C 18.816 2.787 -43.420
N 18.525 4.375 -47.522
H 17.053 1.577 -46.326
H 17.722 1.849 -47.930
H 16.415 2.756 -47.468
H 17.683 3.991 -45.701
H 20.201 3.658 -45.428
H 20.020 2.178 -46.432
H 18.187 3.655 -43.622
H 19.680 3.141 -42.859
H 18.218 2.111 -42.809
H 18.808 5.231 -47.066
H 17.674 4.683 -47.972
C 18.606 7.928 -44.171
C 17.954 8.569 -45.438
C 17.148 9.837 -45.139
O 16.580 10.470 -46.208
C 15.645 11.518 -45.975
N 19.057 8.941 -46.215
H 17.812 7.704 -43.459
H 19.238 8.704 -43.739
H 19.091 6.959 -44.295
H 17.309 7.871 -45.971
H 17.789 10.586 -44.675
H 16.313 9.568 -44.492
H 14.832 11.188 -45.328
H 15.225 11.921 -46.897
H 16.233 12.312 -45.516
H 18.645 9.403 -47.013
H 19.678 9.640 -45.834
C 9.299 0.014 -42.608
C 10.260 0.032 -43.853
C 11.698 -0.464 -43.535
O 12.246 0.300 -42.416
C 13.589 0.021 -42.206
N 9.712 -0.972 -44.807
H 9.661 0.800 -41.944
H 9.367 -0.968 -42.141
H 8.293 0.216 -42.975
H 10.192 0.990 -44.368
H 12.192 -0.237 -44.480
H 11.702 -1.548 -43.417
H 14.254 0.272 -43.032
H 13.605 -1.044 -41.971
H 13.869 0.455 -41.246
H 8.934 -0.533 -45.278
H 10.389 -1.038 -45.554
C 20.872 9.722 -34.553
C 19.396 9.368 -34.816
C 18.405 10.444 -34.470
O 17.076 10.106 -34.914
C 16.174 11.068 -34.397
N 19.410 9.020 -36.233
H 21.244 10.495 -35.225
H 21.488 8.842 -34.738
H 21.048 10.155 -33.568
H 19.050 8.506 -34.245
H 18.751 11.284 -35.072
H 18.526 10.640 -33.404
H 16.321 12.050 -34.848
H 16.380 11.266 -33.345
H 15.177 10.721 -34.667
H 20.066 8.261 -36.354
H 19.841 9.795 -36.716
C 18.266 2.016 -30.531
C 16.838 1.847 -29.993
C 16.740 2.234 -28.488
O 17.570 1.454 -27.575
C 17.281 1.733 -26.213
N 15.899 2.641 -30.763
H 18.556 3.058 -30.662
H 18.356 1.437 -31.450
H 19.060 1.593 -29.916
H 16.640 0.777 -30.063
H 15.682 2.096 -28.264
H 16.868 3.309 -28.361
H 17.147 2.802 -26.048
H 18.060 1.308 -25.580
H 16.371 1.166 -26.016
H 16.113 3.625 -30.688
H 15.015 2.588 -30.277
C 14.249 -0.713 -35.018
C 13.077 -0.478 -34.058
C 13.177 -1.379 -32.880
O 12.111 -1.223 -31.915
C 12.169 -2.191 -30.859
N 13.342 0.888 -33.769
H 14.096 -0.162 -35.947
H 14.274 -1.734 -35.399
H 15.223 -0.388 -34.651
H 12.068 -0.549 -34.466
H 14.068 -1.260 -32.263
H 13.296 -2.368 -33.321
H 11.272 -2.193 -30.240
H 13.047 -2.057 -30.227
H 12.452 -3.172 -31.241
H 12.652 1.103 -33.063
H 14.182 1.157 -33.278
```

Summary:
relative energy (zero: lowest compared OMol25 entry of this formula, charge and spin)	212.88	kcal/mol
charge	-1

no.,HOMO-LUMO gap (Ha),F_max (eV/Å),LUMO energy (eV)
1,0.1194,7.4,-7.87
2,0.1325,7.9,0.75